A cluster of 2 separate species, C3H9N4S in total at a distorted geometry. Source: the OMol25 dataset; level of theory: ωB97M-V/def2-TZVPD.

XYZ file:
```
17
C3H9N4S (ωB97M-V/def2-TZVPD)
C 0.8665 -0.6432 0.6259
C -1.2536 -0.6462 -1.4224
C 1.8836 1.4323 -0.9162
N -2.3468 1.0215 1.4630
N -1.9749 0.3490 0.5791
N -1.1382 -0.1647 -0.0654
N 0.7062 -1.5552 1.5383
S 2.3033 0.2217 0.4113
H -0.5537 -1.4126 -1.4953
H -2.3168 -0.7107 -1.5901
H -0.8680 0.2092 -2.0777
H 0.9943 1.8975 -0.4810
H 1.5971 0.8620 -1.7446
H 2.7846 2.0607 -1.1449
H -2.0065 0.9542 2.4300
H -0.2026 -2.0703 1.6580
H 1.5254 -1.8054 2.2320
```

Output
* LUMO (alpha / beta): -4.867 / -4.752 eV
* HOMO energy (alpha / beta): -0.4556 / -0.4582 Eh
* gap between HOMO and LUMO (alpha / beta): 7.532 / 7.715 eV
* net charge: +1

***

A structure of composition C14H25N3NiO3 at a distorted geometry. Source: the OMol25 dataset; level of theory: ωB97M-V/def2-TZVPD.

XYZ file:
```
46
C14H25N3NiO3 (ωB97M-V/def2-TZVPD)
C 2.1940 -0.4356 -2.8509
C 2.3755 -1.9635 -3.0903
H 3.0121 0.1555 -3.2238
H 1.2760 -0.1840 -3.2867
C 1.5513 -2.8105 -2.4207
C 0.8667 -2.3535 -1.1732
H 1.3619 -2.5792 -0.2638
H -0.1642 -2.7041 -1.1654
C 3.3734 -2.4181 -4.0596
H 3.9722 -1.5708 -4.4092
H 2.8468 -2.8966 -4.8963
H 4.0595 -3.1750 -3.6477
C 1.4787 -4.2506 -2.9365
H 2.3928 -4.8271 -2.7247
H 1.3434 -4.3400 -4.0297
H 0.6579 -4.8117 -2.4785
Ni -0.5096 1.7707 2.5656
O 0.2866 1.0671 0.8347
C -0.2317 0.2738 0.0630
O -1.7487 0.1256 2.5152
C -2.2755 -0.0388 1.3760
O -3.5427 -0.3638 1.1808
N -1.6346 0.1309 0.1604
C -3.8246 -0.3681 -0.2737
C -2.5317 -0.2195 -0.9555
H -4.4976 0.4427 -0.4788
H -4.2703 -1.3261 -0.5030
H -2.5633 0.5872 -1.6686
H -2.2602 -1.1465 -1.4932
C 0.4950 -0.6013 -0.9722
C 1.8675 -0.1194 -1.5245
H -0.2719 -0.7667 -1.7649
H 2.2681 0.8445 -1.1298
H 2.4251 -0.9289 -1.0440
N -0.2009 3.6998 2.7544
C -0.5980 4.3811 4.0854
C -1.4421 3.4104 4.8805
N -1.0017 1.9997 4.5476
H 0.7425 4.0210 2.5099
H -0.7669 4.1438 2.0231
H 0.3151 4.6620 4.6441
H -1.2054 5.2743 3.8703
H -1.3449 3.5890 5.9653
H -2.4987 3.5051 4.5815
H -0.1003 1.8014 5.0008
H -1.6766 1.3139 4.9067
```

Output
* LUMO (alpha / beta): -6.525 / -8.527 eV
* 2S+1: 3
* HOMO energy (alpha / beta): -0.4871 / -0.4871 Eh
* gap between HOMO and LUMO (alpha / beta): 6.729 / 4.727 eV
* net charge: +2

***

The molecule C8H14O at a distorted geometry. Source: the OMol25 dataset; level of theory: ωB97M-V/def2-TZVPD.

XYZ file:
```
23
C8H14O (ωB97M-V/def2-TZVPD)
C -2.3997 -1.0212 0.0383
C -2.4382 0.4515 0.1106
C -1.1973 1.1327 0.5081
C -0.0621 0.8179 -0.4661
C 1.3166 1.1098 0.0674
C 2.5074 1.8746 -0.3094
C 0.9074 -0.3608 -0.2793
O 0.9234 -1.6665 -0.0351
C 2.1023 -2.2689 0.4934
H -3.3887 -1.3690 0.2793
H -1.8209 -1.4823 0.8124
H -2.2180 -1.2811 -0.9875
H -3.0582 0.7963 0.9116
H -2.6837 0.9069 -0.9540
H -0.9823 0.8756 1.5626
H -1.3707 2.3131 0.5784
H -0.2754 0.9723 -1.4873
H 2.6419 2.7925 0.1962
H 2.5473 2.2985 -1.4034
H 3.4920 1.2753 -0.2168
H 3.2322 -1.8236 0.3629
H 2.0556 -3.3179 0.1274
H 2.0462 -2.1823 1.6071
```

Output
* structure (SMILES): CCC[C@H]1C(C)=C1OC
* LUMO (alpha / beta): 0.630 / 0.630 eV
* HOMO energy (alpha / beta): -0.2730 / -0.2730 Eh
* gap between HOMO and LUMO (alpha / beta): 8.058 / 8.059 eV

***

A cluster of 2 separate species, C4H8NO3 in total at a distorted geometry. Source: the OMol25 dataset; level of theory: ωB97M-V/def2-TZVPD.

XYZ file:
```
16
C4H8NO3 (ωB97M-V/def2-TZVPD)
C -2.1266 1.0550 0.3697
C -1.2422 1.4690 -0.7956
O -1.7084 1.6897 -1.9090
N 0.0689 1.4110 -0.5516
H 0.7384 1.5537 -1.2973
H 0.6031 1.5189 0.3014
H -2.2260 -0.0344 0.3719
H -3.0840 1.5638 0.5647
H -1.6530 1.2928 1.3292
C 1.3573 -1.8714 -0.3870
C 1.7618 -1.3224 1.0550
O 1.7936 -2.1145 1.9967
O 2.0526 -0.0910 0.9591
H 0.3286 -2.2435 -0.2552
H 1.8888 -2.7957 -0.6469
H 1.4471 -1.0808 -1.1052
```

Output
* LUMO: 3.634 eV
* HOMO energy: -0.1518 Eh
* gap between HOMO and LUMO: 7.766 eV
* net charge: -1

***

Summary of relative energy (zero: lowest compared OMol25 entry of this formula, charge and spin) in kJ/mol
623.9; 189.0; 548.6; 94.0
(order as listed above)
Summary of molar mass in g mol⁻¹
133.20; 342.06; 126.20; 118.11
(order as listed above)